(1)
The following is a quantum chemistry calculation of a single C3H7NO2 molecule, from the Open Molecules 2025 dataset.

Calculated values
Structure (SMILES): NC(=O)CCO
Energy above the lowest of the compared OMol25 structures with the same formula, charge and spin, kcal per mole: 15.4
LUMO energy, Ha: 0.0254
Total charge: 0
HOMO-LUMO gap, eV: 10.67

Cartesian coordinates (Å):
N: 1.934492 -0.131385 0.910682
C: 0.590292 0.044729 1.109748
O: 0.038953 -0.203867 2.154616
C: -0.172370 0.515814 -0.100057
C: -1.267215 -0.451288 -0.534293
O: -1.826718 -0.093158 -1.775807
H: 2.532833 -0.301058 1.702405
H: 2.347395 0.361276 0.140819
H: -0.612637 1.490550 0.160754
H: 0.495439 0.685830 -0.946049
H: -0.844715 -1.461063 -0.562120
H: -2.083836 -0.447094 0.181720
H: -1.131914 -0.009286 -2.442418

Force components x, y, z for each atom (eV/Å):
0.0 0.2 -0.1
0.2 -0.2 -0.1
-0.2 -0.1 0.4
-0.2 0.7 -0.1
0.3 -0.2 0.2
-0.1 0.2 -0.4
-0.2 0.0 0.1
0.2 -0.1 -0.1
0.0 -0.3 -0.1
0.1 0.0 -0.1
-0.1 -0.1 0.0
0.0 0.0 0.1
-0.1 -0.1 0.2

Atom charges from the natural (NBO) analysis, given in e for atoms 1 to 5: -0.82 0.67 -0.60 -0.52 -0.05

---

(2)
The following is a quantum chemistry calculation of a 14-piece molecular cluster, C34H50Cl39NO6 overall at a distorted geometry, from the Open Molecules 2025 dataset.

Calculated values
LUMO energy, Ha: 0.0052
Total charge: 0
HOMO-LUMO gap, eV: 9.72

Cartesian coordinates (Å):
C: -2.318823 -7.004738 -1.353142
C: -2.750835 -5.423401 -1.634125
O: -2.476911 -5.170836 -3.058401
C: -1.268126 -4.349262 -3.254457
O: -0.148782 -4.416831 -2.510675
C: -1.280062 -3.262055 -4.502572
C: -0.687245 -1.773298 -4.085937
C: -1.886239 -0.719655 -3.686937
C: -2.455394 -0.929505 -2.129350
O: -1.476758 -1.451660 -1.117965
C: -0.526039 -0.309518 -0.913323
O: 0.773541 -0.530485 -0.688164
C: -1.411371 1.052847 -1.098522
C: -1.268358 2.309200 -0.067260
C: 0.181965 2.472417 0.669778
C: 1.443207 2.774340 -0.372751
O: 0.496202 1.387591 1.648483
C: -2.955470 0.447787 -1.321973
C: -3.584593 1.655886 -2.291819
C: -3.918649 0.259083 -0.009030
C: -4.468648 -1.263666 0.243691
C: -5.671406 -1.754300 -0.752032
C: -6.627817 -0.562693 -1.342743
N: -7.796163 -1.103096 -2.172496
C: -7.291884 -1.867713 -3.396255
C: -8.632823 0.025227 -2.752697
C: -10.239074 0.103801 -2.434613
O: -8.094295 0.969047 -3.551761
H: -1.165881 -6.977396 -1.070317
H: -2.461704 -7.665278 -2.324790
H: -2.946261 -7.376003 -0.432391
H: -3.902103 -5.273554 -1.470364
H: -2.208177 -4.681862 -0.893506
H: -2.418473 -3.142402 -4.816812
H: -0.736853 -3.721060 -5.458794
H: -0.176929 -1.351059 -5.076558
H: 0.121163 -1.885891 -3.246010
H: -1.621892 0.415087 -3.916494
H: -2.792686 -0.971624 -4.419148
H: -3.371979 -1.636900 -2.331179
H: -0.943260 1.504521 -2.098257
H: -2.091974 2.361986 0.778608
H: -1.430106 3.298993 -0.714862
H: 0.105923 3.461096 1.337381
H: 2.384965 3.080651 0.292338
H: 1.664748 1.888440 -1.105252
H: 1.136911 3.782843 -0.932770
H: -0.269226 0.731239 1.680549
H: -3.838524 1.275174 -3.379760
H: -4.565032 2.126267 -1.859945
H: -2.822892 2.553921 -2.435697
H: -4.809990 1.052227 0.019930
H: -3.256585 0.528651 0.946651
H: -3.636230 -2.096370 0.249873
H: -4.927717 -1.268045 1.345528
H: -5.242554 -2.479583 -1.596124
H: -6.382477 -2.452650 -0.096540
H: -5.981575 0.229518 -1.917435
H: -7.103589 -0.013703 -0.397061
H: -7.043277 -2.973454 -3.077227
H: -6.284690 -1.377617 -3.737129
H: -8.101609 -1.800789 -4.261622
H: -10.650239 -1.003462 -2.266308
H: -10.816552 0.491722 -3.403895
H: -10.495972 0.788565 -1.495322
C: -1.115073 6.804010 0.503961
Cl: -2.803663 6.275969 0.406839
Cl: -0.277776 5.970929 1.824663
Cl: -0.285065 6.520654 -1.035622
H: -1.101181 7.877286 0.710201
C: 3.011782 -5.147594 -0.368173
Cl: 4.190871 -5.678130 0.843387
Cl: 3.828556 -4.352388 -1.724592
Cl: 2.047547 -6.519552 -0.940449
H: 2.338486 -4.424918 0.099867
C: 1.335578 5.958022 5.611414
Cl: 0.344298 7.029447 6.615907
Cl: 0.323247 5.077933 4.453841
Cl: 2.588789 6.881741 4.765409
H: 1.825330 5.230275 6.263470
C: -5.609113 -9.169015 -3.060572
Cl: -7.245214 -9.274835 -2.388580
Cl: -5.282010 -7.529063 -3.646156
Cl: -4.407197 -9.648746 -1.850293
H: -5.539224 -9.857173 -3.906859
C: 6.387190 -2.333043 1.244235
Cl: 6.408098 -2.650192 2.987387
Cl: 4.894631 -1.497718 0.781802
Cl: 7.804985 -1.383189 0.767633
H: 6.422339 -3.291161 0.719426
C: 5.183633 -1.604940 6.517475
Cl: 6.282296 -0.382304 7.179064
Cl: 5.734882 -3.233484 6.945624
Cl: 3.531063 -1.335123 7.096896
H: 5.185368 -1.516118 5.428091
C: 4.211782 5.836213 8.499038
Cl: 5.390871 5.305677 9.710598
Cl: 5.028556 6.631419 7.142619
Cl: 3.247547 4.464255 7.926762
H: 3.538486 6.558888 8.967078
C: 4.079481 3.064900 -3.461755
Cl: 2.716944 3.180283 -4.588600
Cl: 4.326498 4.606714 -2.624417
Cl: 3.812629 1.758805 -2.294527
H: 4.981691 2.835751 -4.034605
C: 6.029835 7.704503 -3.485996
Cl: 6.372489 8.610097 -2.002054
Cl: 4.954041 8.631165 -4.545859
Cl: 7.534733 7.298395 -4.328538
H: 5.526144 6.773721 -3.212886
C: -3.216367 6.953939 -4.108294
Cl: -2.117704 8.176575 -3.446705
Cl: -2.665118 5.325395 -3.680145
Cl: -4.868937 7.223756 -3.528873
H: -3.214632 7.042761 -5.197678
C: 7.635578 -0.828629 11.324892
Cl: 6.644298 0.242797 12.329386
Cl: 6.623247 -1.708717 10.167320
Cl: 8.888789 0.095090 10.478888
H: 8.125330 -1.556375 11.976948
C: 6.294333 -7.704075 -1.748911
Cl: 6.195349 -7.184270 -3.439947
Cl: 6.167617 -9.467469 -1.631740
Cl: 7.802838 -7.138366 -1.011414
H: 5.457104 -7.261655 -1.203053
C: 8.892391 2.127369 4.779712
Cl: 8.958345 2.960657 3.217381
Cl: 8.109555 3.149252 5.997196
Cl: 8.041060 0.581173 4.624698
H: 9.915892 1.925714 5.105948

Force components x, y, z for each atom (eV/Å):
0.5 1.2 0.4
-0.3 -1.6 1.1
3.1 3.2 0.7
4.7 -0.1 2.5
-7.4 0.0 -4.1
-1.4 -0.5 0.0
0.1 0.0 -0.7
-0.3 -0.1 -0.1
-1.8 0.9 -0.1
1.5 2.7 -1.7
4.4 -1.9 1.1
-8.7 1.4 -1.5
0.7 -0.3 0.1
0.4 0.8 0.4
0.3 1.2 0.3
-0.8 0.6 1.0
-1.9 0.2 -1.4
1.2 2.1 -2.2
-0.3 0.2 -0.8
1.1 -0.3 1.1
-0.9 0.1 0.7
-0.8 -1.1 0.2
0.4 0.4 1.1
0.0 1.4 -1.2
0.6 -0.3 -0.2
1.8 4.7 -3.0
-0.2 -1.0 -0.6
-3.1 -5.7 4.8
-2.5 -0.2 -0.6
0.1 1.6 2.2
1.3 0.5 -1.9
2.1 -0.4 -0.6
-0.8 -1.5 -1.8
2.3 -0.3 0.6
-0.9 0.9 2.4
-1.0 -0.9 2.3
-1.6 0.2 -1.6
-0.2 -2.5 0.6
1.8 0.6 1.7
2.1 0.9 1.3
-1.3 -1.2 1.9
1.6 -0.5 -1.8
0.4 -2.1 1.4
0.0 -2.2 -1.6
-2.0 -1.0 -1.5
-0.6 1.9 1.7
0.6 -2.3 0.9
1.6 1.4 -0.2
0.4 0.7 2.2
1.8 -1.0 -0.7
-1.6 -2.0 0.4
2.0 -1.9 -0.3
-1.4 -0.6 -2.0
-1.4 2.0 -0.1
1.0 0.1 -2.4
-0.9 1.8 1.6
1.5 1.4 -1.5
-1.2 -1.5 0.8
1.0 -1.1 -2.0
-0.8 2.2 -0.8
-1.9 -0.8 0.2
1.9 -0.4 1.9
1.0 2.5 0.0
1.6 -0.5 2.2
0.8 -1.6 -2.1
0.1 0.0 0.0
0.1 0.1 0.0
-0.3 0.7 -0.6
0.0 0.0 0.2
0.0 -0.4 -0.1
-0.3 0.1 -0.2
0.0 0.1 0.0
-0.1 -0.1 0.2
0.2 0.2 0.1
0.2 -0.2 -0.2
0.0 -0.1 -0.1
0.1 -0.1 0.0
0.2 -0.2 0.8
-0.3 -0.1 0.0
-0.3 0.4 -0.4
0.0 -0.1 0.0
0.2 0.0 -0.1
0.0 -0.2 0.0
-0.3 -0.1 -0.2
0.0 0.3 0.3
-0.1 0.1 -0.2
0.0 -0.1 -0.1
0.2 -0.2 0.1
-0.2 -0.1 0.1
0.0 0.3 0.2
0.0 0.2 0.0
-0.4 -0.2 -0.2
0.0 0.1 -0.1
0.2 0.0 -0.1
0.0 0.0 0.3
0.1 0.2 0.0
-0.2 0.1 -0.1
0.0 -0.1 0.3
0.2 -0.1 0.3
0.2 -0.3 -0.2
0.1 -0.3 0.0
0.2 0.0 0.1
-0.1 -0.2 0.0
0.5 0.1 -0.5
-0.3 0.1 0.2
0.0 0.0 0.0
-0.1 -0.1 -0.1
0.1 -0.2 0.1
-0.2 0.0 0.1
0.2 0.4 -0.2
0.0 0.1 0.0
-0.2 -0.1 -0.2
-0.1 0.1 -0.1
0.2 0.0 -0.1
0.0 0.0 0.4
-0.1 -0.1 0.0
0.1 -0.1 -0.1
0.2 0.0 0.4
-0.1 -0.1 0.1
-0.2 0.3 -0.2
-0.1 0.0 0.0
0.0 0.0 0.2
0.0 0.2 0.0
-0.2 0.0 0.0
0.3 -0.1 -0.2
0.0 -0.1 0.0
0.0 -0.1 0.2
0.1 -0.1 -0.1
0.3 0.3 -0.2
-0.4 0.1 -0.1

Atom charges from the Mulliken analysis, given in e for atoms 1 to 5: -0.64 -0.05 -0.29 0.41 -0.41

---

(3)
The following is a quantum chemistry calculation of a single C24H24FN5O3S molecule at a distorted geometry, from the Open Molecules 2025 dataset.

Calculated values
Structure (SMILES): COc1ccc(NC(=O)CSc2nnc(Cc3cccn3C)n2-c2ccc(F)cc2)cc1OC
Energy above the lowest of the compared OMol25 structures with the same formula, charge and spin, kcal per mole: 6.8
LUMO energy, Ha: 0.0149
Total charge: 0
HOMO-LUMO gap, eV: 8.25

Cartesian coordinates (Å):
C: -5.389693 -1.319080 -1.251868
O: -4.833827 -0.702532 -0.115855
C: -3.855281 0.221849 -0.302884
C: -3.428562 0.699107 -1.530356
C: -2.396457 1.621437 -1.614546
C: -1.778686 2.079346 -0.463805
N: -0.714991 2.984930 -0.589447
C: 0.247068 3.283576 0.317257
O: 0.312514 2.850167 1.447907
C: 1.308914 4.205665 -0.258049
S: 2.241199 3.270463 -1.531656
C: 3.083196 2.194363 -0.441479
N: 4.190443 2.472417 0.177912
N: 4.510261 1.417884 0.932678
C: 3.591181 0.504879 0.785813
C: 3.610124 -0.844589 1.409093
C: 3.269009 -1.892758 0.397259
C: 3.662981 -1.973073 -0.916101
C: 3.046506 -3.107703 -1.472424
C: 2.302617 -3.681700 -0.479618
N: 2.438293 -2.944699 0.655304
C: 1.830221 -3.260211 1.916466
N: 2.632364 0.944914 -0.088867
C: 1.483209 0.265936 -0.527052
C: 0.589072 -0.244007 0.407021
C: -0.504054 -0.976021 -0.013129
C: -0.696902 -1.161585 -1.369774
F: -1.753038 -1.888151 -1.786187
C: 0.157397 -0.622778 -2.314083
C: 1.258463 0.093942 -1.887793
C: -2.218343 1.637431 0.782189
C: -3.243420 0.714099 0.873218
O: -3.720132 0.206614 2.040860
C: -3.184048 0.693569 3.247121
H: -4.620504 -1.815652 -1.851517
H: -5.934051 -0.601506 -1.874952
H: -6.087415 -2.062165 -0.869395
H: -3.885342 0.348211 -2.440828
H: -2.070083 1.971072 -2.582782
H: -0.572143 3.332676 -1.528768
H: 0.877789 5.067280 -0.764941
H: 2.010159 4.523567 0.511751
H: 2.908446 -0.874449 2.246026
H: 4.616162 -0.990051 1.813590
H: 4.325056 -1.293050 -1.416020
H: 3.143563 -3.457286 -2.480564
H: 1.690482 -4.561738 -0.495699
H: 1.108546 -2.493729 2.210704
H: 1.304567 -4.209126 1.826815
H: 2.586263 -3.352884 2.699612
H: 0.746431 -0.045699 1.455562
H: -1.206876 -1.393999 0.689230
H: -0.033332 -0.778761 -3.363411
H: 1.951789 0.508202 -2.603135
H: -1.730768 2.014077 1.663283
H: -3.349646 1.769904 3.355525
H: -3.714725 0.165084 4.037474
H: -2.111953 0.486335 3.327330

Force components x, y, z for each atom (eV/Å):
-0.1 -0.1 -0.2
0.1 0.1 0.2
0.1 0.1 0.1
-0.2 -0.1 0.2
0.2 0.2 0.2
-0.3 -0.2 -0.1
-0.3 0.2 -0.3
0.2 0.4 -0.2
0.0 -0.1 0.3
0.3 -0.3 -0.1
0.2 0.4 0.1
-0.5 0.1 -0.4
0.0 0.9 -0.6
0.5 -0.8 0.8
-0.3 0.0 -0.1
0.0 -0.1 0.0
0.4 0.1 0.0
0.1 0.0 0.3
0.0 -0.1 0.0
-0.1 -0.3 -0.3
0.2 0.1 -0.1
-0.1 0.0 0.3
0.9 0.4 0.4
-0.8 -0.2 -0.2
0.2 0.2 -0.3
-0.1 -0.3 -0.3
0.2 0.1 0.2
0.0 0.0 0.0
-0.1 0.0 0.1
0.0 0.0 0.2
-0.1 0.0 0.2
-0.2 -0.1 -0.2
-0.1 -0.1 -0.4
0.1 0.1 0.2
0.0 0.0 0.0
0.0 0.0 0.0
0.0 0.0 -0.1
-0.1 -0.1 -0.1
0.1 0.0 -0.1
0.1 -0.1 0.2
0.0 0.0 0.0
-0.2 0.0 0.0
0.0 0.0 0.0
-0.1 0.1 0.1
0.1 0.2 -0.1
0.0 -0.1 -0.2
-0.1 -0.2 0.1
0.0 0.0 0.0
0.0 0.0 0.0
-0.1 0.0 0.0
0.0 0.0 0.1
-0.1 0.0 0.1
0.0 0.0 -0.1
0.1 0.0 -0.1
0.0 0.0 0.1
0.0 0.0 0.0
0.1 0.1 0.0
0.0 0.0 0.0

Atom charges from the natural (NBO) analysis, given in e for atoms 1 to 5: -0.25 -0.48 0.23 -0.28 -0.25

---

(4)
The following is a quantum chemistry calculation of C21H21CdF3N3O9PSTe as an isolated structure, from the Open Molecules 2025 dataset.

Calculated values
Energy above the lowest of the compared OMol25 structures with the same formula, charge and spin, kcal per mole: 0.0
LUMO energy, Ha: 0.1540
Total charge: -2
HOMO-LUMO gap, eV: 6.05

Cartesian coordinates (Å):
Cd: 0.051757 -0.195094 0.245254
O: -0.614489 -3.440308 -3.182996
C: -0.685526 -2.578582 -2.140947
O: -0.224637 -2.831831 -1.066271
C: -1.506033 -1.370196 -2.450128
C: -2.232909 -1.252989 -3.618007
C: -3.032501 -0.128009 -3.779959
C: -3.103084 0.803894 -2.767385
C: -2.332604 0.609417 -1.625408
N: -1.537222 -0.443083 -1.496343
C: -2.443416 1.556873 -0.425025
O: -3.298634 2.444001 -0.515868
O: -1.656806 1.306161 0.525628
H: -0.042557 -4.156235 -2.873377
H: -2.163306 -2.020739 -4.373044
H: -3.605746 0.003748 -4.690710
H: -3.733287 1.679927 -2.808139
F: 3.580579 4.487192 -1.362974
C: 2.686886 4.865168 -0.431581
F: 1.651075 5.430311 -1.078842
F: 3.294489 5.903286 0.232197
C: 2.293716 3.780128 0.517272
C: 2.630778 3.892976 1.851459
C: 2.303988 2.883029 2.743774
C: 1.623819 1.788442 2.244757
N: 1.270338 1.669085 0.969690
C: 1.596301 2.616684 0.043438
S: 1.220511 2.332016 -1.583955
H: 3.160921 4.772037 2.194821
H: 2.574449 2.940213 3.789581
H: 1.340725 0.961464 2.884430
C: -2.328804 2.473820 3.597990
C: -2.611053 0.991157 3.660593
O: -1.354981 0.315806 3.607548
P: -1.101438 -1.170382 3.086625
O: 0.195579 -1.171598 2.324275
Te: -2.928130 -2.126195 1.913798
O: -0.879095 -1.894343 4.521812
C: -0.513359 -3.279848 4.483390
C: -1.461167 -4.058495 5.371622
H: -3.266925 3.032894 3.638579
H: -1.841878 2.693356 2.646206
H: -1.690293 2.784857 4.427695
H: -3.217529 0.686598 2.808587
H: -3.130050 0.711069 4.580505
H: 0.518899 -3.365341 4.826046
H: -0.568774 -3.660063 3.461746
H: -1.445259 -3.664476 6.390107
H: -1.177330 -5.114426 5.395003
H: -2.472871 -3.970386 4.972336
O: 3.390031 -0.641585 1.069795
C: 3.192465 -0.663171 -0.129791
C: 4.326099 -0.534522 -1.155912
C: 3.590079 -0.453918 -2.485769
C: 2.154574 -0.828171 -2.115310
O: 1.305750 -1.070008 -2.966009
N: 1.986276 -0.829787 -0.768540
H: 4.961823 -1.417957 -1.071224
H: 4.929934 0.338911 -0.911224
H: 3.962294 -1.117259 -3.266357
H: 3.548767 0.560940 -2.884845

Force components x, y, z for each atom (eV/Å):
0.4 0.0 -0.1
0.1 -0.1 -0.1
-0.1 0.0 0.1
0.1 -0.1 0.1
0.0 0.2 0.0
0.0 0.0 -0.1
0.0 0.0 -0.1
0.0 0.0 0.0
0.0 -0.2 0.1
0.0 -0.2 -0.1
0.2 0.2 0.0
0.0 -0.1 0.1
-0.2 0.1 0.2
0.0 0.0 0.0
0.0 0.0 0.0
0.0 0.0 0.0
0.0 0.0 0.0
0.0 0.0 -0.1
-0.1 0.2 0.1
0.1 0.0 0.0
0.0 0.0 0.0
-0.2 -0.3 0.0
0.0 0.1 -0.1
0.0 0.0 0.1
-0.1 0.1 -0.2
0.1 0.2 0.1
0.3 0.1 0.3
-0.2 0.0 -0.2
0.0 0.0 0.0
0.0 0.0 0.0
0.0 0.0 0.0
0.0 0.0 -0.1
-0.1 0.1 -0.2
0.1 -0.1 0.1
-0.1 0.1 -0.2
-0.2 0.0 0.0
-0.1 -0.1 0.2
0.1 -0.2 -0.1
-0.1 0.0 0.1
0.0 0.0 0.0
0.0 0.0 0.0
0.0 0.0 0.1
0.0 0.0 0.0
0.0 0.0 0.0
0.0 -0.1 0.1
0.1 0.0 0.0
0.0 0.0 -0.1
0.0 0.0 0.0
0.0 0.0 0.0
0.0 0.0 0.0
-0.1 0.0 0.0
0.0 0.0 -0.3
-0.1 0.1 -0.1
0.0 -0.1 0.1
0.3 0.1 0.0
-0.1 -0.1 0.1
0.1 -0.2 0.2
0.0 0.0 0.0
0.0 0.0 0.0
0.0 0.0 0.0
0.0 0.0 0.0

Atom charges from the natural (NBO) analysis, given in e for atoms 1 to 5: 1.73 -0.70 0.79 -0.57 0.10